C14H42O14 | ωB97M-V/def2-TZVPD

Geometry as XYZ:
```
70
Properties=species:S:1:pos:R:3:nbo_charge:R:1
O 4.168 -5.020 3.503 -0.73
C 3.706 -3.695 3.763 -0.09
C 2.227 -3.431 3.389 -0.09
O 1.914 -2.109 3.170 -0.72
H 5.119 -5.062 3.627 0.48
H 3.784 -3.589 4.845 0.16
H 4.291 -3.044 3.113 0.17
H 1.584 -3.980 4.077 0.16
H 2.160 -4.103 2.534 0.19
H 2.361 -1.540 3.800 0.49
O 3.142 1.244 -3.566 -0.72
C 4.434 1.077 -4.084 -0.11
C 4.540 0.744 -5.496 -0.09
O 4.435 -0.682 -5.627 -0.76
H 2.897 0.402 -3.175 0.49
H 5.080 1.910 -3.806 0.18
H 4.854 0.292 -3.456 0.19
H 5.502 1.079 -5.883 0.17
H 3.783 1.097 -6.197 0.19
H 4.292 -0.927 -6.544 0.48
O 1.087 -0.524 1.015 -0.75
C -0.248 -0.873 0.737 -0.10
C -0.847 0.343 -0.099 -0.07
O -0.397 0.340 -1.388 -0.73
H 1.305 -1.080 1.767 0.50
H -0.395 -1.763 0.125 0.17
H -0.898 -0.934 1.610 0.17
H -0.589 1.335 0.272 0.15
H -1.937 0.334 -0.072 0.17
H 0.563 0.325 -1.393 0.48
O 2.947 -1.840 -3.335 -0.76
C 1.978 -2.807 -3.581 -0.08
C 0.692 -2.276 -2.976 -0.08
O -0.579 -2.839 -3.412 -0.73
H 3.482 -1.676 -4.115 0.51
H 1.944 -3.097 -4.631 0.17
H 2.171 -3.737 -3.046 0.16
H 0.629 -1.210 -3.195 0.17
H 0.755 -2.360 -1.891 0.16
H -1.167 -2.081 -3.364 0.47
O -0.162 5.711 -0.177 -0.72
C -0.306 4.522 0.613 -0.10
C 0.780 4.273 1.713 -0.10
O 0.261 3.240 2.605 -0.72
H -0.961 5.621 -0.703 0.46
H -1.196 4.765 1.194 0.18
H -0.432 3.763 -0.160 0.17
H 1.240 5.188 2.088 0.20
H 1.674 3.861 1.245 0.16
H 0.617 2.430 2.234 0.48
O -5.623 -1.006 3.285 -0.75
C -4.901 -2.028 4.034 -0.09
C -3.359 -1.872 3.621 -0.09
O -2.571 -1.011 4.366 -0.70
H -5.501 -0.072 3.472 0.48
H -4.956 -1.991 5.122 0.17
H -5.268 -3.007 3.722 0.19
H -3.253 -1.760 2.542 0.16
H -2.916 -2.860 3.745 0.17
H -2.956 -0.134 4.303 0.46
O -5.582 2.079 0.606 -0.73
C -5.110 2.067 -0.787 -0.09
C -3.856 3.026 -0.914 -0.10
O -3.955 4.293 -0.223 -0.75
H -5.025 2.643 1.148 0.48
H -4.862 1.045 -1.074 0.17
H -5.926 2.226 -1.492 0.17
H -3.547 3.236 -1.938 0.18
H -3.086 2.450 -0.402 0.17
H -4.033 5.058 -0.799 0.48
```

Calculated values
SMILES = OCCO.OCCO.OCCO.OCCO.OCCO.OCCO.OCCO
E_HOMO = -9.9 eV
E = -43857.363 eV
Spin multiplicity = 1
Gap between HOMO and LUMO = 0.3806 hartree
Energy relative to the best compared isomer or geometry (same formula, charge and spin) = 3.733 eV